(1)
Here is a structure of composition C5H8O from the Open Molecules 2025 dataset. Energies are from ωB97M-V with the def2-TZVPD basis set.

Results
HOMO = -0.3387 Eh
total charge = 0
E_LUMO = 1.072 eV
relative energy (zero: lowest compared OMol25 entry of this formula, charge and spin) = 2.4379 eV

CARTESIAN COORDINATES (ANGSTROEM)
C1 -0.78 -0.95 -0.19
C2 0.17 0.08 -0.86
C3 -0.67 1.08 -0.01
C4 -0.46 -0.06 1.08
O1 0.94 -0.35 1.23
C5 1.46 -0.04 -0.06
H1 -1.75 -0.94 -0.72
H2 -0.46 -1.92 0.12
H3 0.30 0.16 -1.95
H4 -1.67 1.10 -0.49
H5 -0.34 2.09 0.19
H6 -0.87 -0.34 2.06
H7 2.14 -0.82 -0.41
H8 1.99 0.92 0.01

So, what does the Mulliken scheme give us? The charges, in e, come out as:
1. C -0.72
2. C -0.28
3. C -0.66
4. C -0.03
5. O -0.43
6. C -0.47
7. H 0.27
8. H 0.32
9. H 0.41
10. H 0.25
11. H 0.33
12. H 0.42
13. H 0.31
14. H 0.28


(2)
Here is a cluster of 2 separate species, CH2ClNOS2 in total from the Open Molecules 2025 dataset. Energies are from ωB97M-V with the def2-TZVPD basis set.

Results
HOMO (alpha / beta) = -0.3516 / -0.3501 Eh
total charge = 0
E_LUMO (alpha / beta) = -2.435 / -2.453 eV
SMILES = O=C(S)N=S.Cl
relative energy (zero: lowest compared OMol25 entry of this formula, charge and spin) = 0.9266 eV

CARTESIAN COORDINATES (ANGSTROEM)
C1 0.44 -0.89 0.00
N1 0.93 0.43 0.16
O1 -0.17 -1.61 0.74
S1 0.76 -1.37 -1.73
S2 2.41 0.94 0.11
Cl1 -2.68 2.78 1.21
H1 -0.14 -2.48 -1.68
H2 -1.56 2.21 1.18

So, what does the Mulliken scheme give us? The charges, in e, come out as:
1. C 0.59
2. N -0.19
3. O -0.44
4. S -0.24
5. S 0.11
6. Cl -0.24
7. H 0.19
8. H 0.23


(3)
Here is a structure of composition C17H13N6OSSeZn from the Open Molecules 2025 dataset. Energies are from ωB97M-V with the def2-TZVPD basis set.

Results
HOMO = -0.4005 Eh
total charge = +1
E_LUMO = -4.232 eV
relative energy (zero: lowest compared OMol25 entry of this formula, charge and spin) = 0.0000 eV

CARTESIAN COORDINATES (ANGSTROEM)
Zn1 -0.29 -0.78 0.44
O1 1.54 -1.06 -0.16
N1 2.37 -1.32 0.87
C1 3.66 -1.55 0.51
C2 4.61 -1.82 1.45
C3 4.23 -1.86 2.79
C4 2.92 -1.64 3.13
C5 1.95 -1.36 2.15
S1 0.30 -1.10 2.61
H1 3.82 -1.49 -0.55
H2 5.63 -1.99 1.13
H3 4.96 -2.07 3.56
H4 2.60 -1.68 4.16
N2 -1.61 3.21 0.82
C6 -1.69 1.88 0.97
N3 -0.78 1.24 0.28
C7 -0.04 2.22 -0.37
C8 1.05 2.10 -1.23
C9 1.59 3.27 -1.73
C10 1.06 4.53 -1.39
C11 -0.02 4.66 -0.54
C12 -0.55 3.47 -0.04
H5 -2.21 3.89 1.28
H6 -2.42 1.41 1.61
H7 1.47 1.13 -1.47
H8 2.44 3.23 -2.40
H9 1.51 5.42 -1.81
H10 -0.42 5.63 -0.28
Se1 -2.50 -4.76 0.70
N4 -3.80 -4.36 -0.45
C13 -3.49 -3.21 -1.00
C14 -4.25 -2.49 -1.98
C15 -3.77 -1.29 -2.39
C16 -2.54 -0.77 -1.84
N5 -1.80 -1.40 -0.98
C17 -2.26 -2.63 -0.56
N6 -1.58 -3.28 0.35
H11 -5.17 -2.90 -2.36
H12 -4.29 -0.69 -3.12
H13 -2.20 0.21 -2.17

So, what does the Mulliken scheme give us? The charges, in e, come out as:
1. Zn 0.50
2. O -0.83
3. N 0.56
4. C -0.23
5. C -0.73
6. C -0.13
7. C -0.81
8. C 0.61
9. S -0.34
10. H 0.45
11. H 0.41
12. H 0.41
13. H 0.37
14. N -0.01
15. C -0.39
16. N -0.22
17. C 0.75
18. C -0.58
19. C -0.73
20. C -0.43
21. C -1.07
22. C 0.75
23. H 0.20
24. H 0.48
25. H 0.45
26. H 0.40
27. H 0.40
28. H 0.41
29. Se 0.34
30. N -0.73
31. C 0.50
32. C -0.44
33. C -0.78
34. C -0.01
35. N -0.21
36. C 0.84
37. N -0.47
38. H 0.47
39. H 0.39
40. H 0.47


(4)
Here is an isolated molecule of C2H4ClOP from the Open Molecules 2025 dataset. Energies are from ωB97M-V with the def2-TZVPD basis set.

Results
HOMO (alpha / beta) = -0.3191 / -0.3190 Eh
total charge = 0
E_LUMO (alpha / beta) = -0.783 / -0.783 eV
SMILES = CO/P=C/Cl
relative energy (zero: lowest compared OMol25 entry of this formula, charge and spin) = 4.4132 eV

CARTESIAN COORDINATES (ANGSTROEM)
C1 1.42 -0.65 -1.92
C2 -0.99 0.67 1.55
O1 -0.78 -0.59 0.90
P1 0.21 -1.27 -0.64
Cl1 1.63 -1.48 -3.33
H1 1.85 0.44 -1.88
H2 -2.09 0.77 1.55
H3 -0.64 1.56 1.13
H4 -0.60 0.55 2.63

So, what does the Mulliken scheme give us? The charges, in e, come out as:
1. C -0.28
2. C -0.48
3. O -0.45
4. P 0.35
5. Cl -0.10
6. H 0.27
7. H 0.21
8. H 0.27
9. H 0.20


(5)
Here is a structure of composition C8H23AlO3P3S from the Open Molecules 2025 dataset. Energies are from ωB97M-V with the def2-TZVPD basis set.

Results
HOMO = -0.1392 Eh
total charge = -1
E_LUMO = 2.863 eV

CARTESIAN COORDINATES (ANGSTROEM)
C1 -3.37 -2.58 0.37
P1 -1.51 -2.67 0.56
C2 -0.80 -4.14 -0.37
Al1 -0.44 -0.69 0.00
C3 1.54 -0.93 0.41
C4 2.12 -0.11 1.62
C5 3.12 0.99 1.11
C6 2.36 2.34 1.06
O1 3.21 3.48 1.27
P2 -0.62 -0.10 -2.28
C7 -1.57 1.51 -2.50
C8 1.09 0.33 -2.96
P3 -1.53 1.01 1.21
O2 -1.01 2.57 0.88
O3 -3.15 0.99 0.69
S1 -1.57 0.61 3.12
H1 -3.68 -1.88 -0.41
H2 -3.80 -2.19 1.31
H3 -3.84 -3.57 0.23
H4 0.25 -4.21 -0.07
H5 -1.26 -5.09 -0.05
H6 -0.84 -4.06 -1.47
H7 2.12 -0.77 -0.51
H8 1.67 -2.00 0.65
H9 2.75 -0.81 2.20
H10 1.36 0.28 2.30
H11 3.97 1.11 1.79
H12 3.43 0.78 0.08
H13 1.76 2.41 0.14
H14 1.61 2.34 1.88
H15 2.63 4.15 1.61
H16 -1.39 1.98 -3.48
H17 -1.35 2.27 -1.74
H18 -2.65 1.28 -2.41
H19 1.08 0.49 -4.05
H20 1.54 1.23 -2.49
H21 1.78 -0.51 -2.77
H22 -1.33 3.13 1.60
H23 -3.69 1.02 1.47

So, what does the Mulliken scheme give us? The charges, in e, come out as:
1. C -0.96
2. P 0.28
3. C -1.04
4. Al -0.57
5. C -0.46
6. C -0.67
7. C -0.58
8. C -0.18
9. O -0.58
10. P 0.21
11. C -1.06
12. C -1.09
13. P 0.47
14. O -0.49
15. O -0.48
16. S -0.41
17. H 0.25
18. H 0.28
19. H 0.35
20. H 0.27
21. H 0.37
22. H 0.28
23. H 0.24
24. H 0.28
25. H 0.30
26. H 0.27
27. H 0.37
28. H 0.25
29. H 0.11
30. H 0.28
31. H 0.32
32. H 0.40
33. H 0.21
34. H 0.28
35. H 0.40
36. H 0.23
37. H 0.29
38. H 0.29
39. H 0.30


(6)
Here is a cluster of 2 separate species, C2H7N2S in total from the Open Molecules 2025 dataset. Energies are from ωB97M-V with the def2-TZVPD basis set.

Results
HOMO = -0.1061 Eh
total charge = -1
E_LUMO = 4.114 eV
relative energy (zero: lowest compared OMol25 entry of this formula, charge and spin) = 0.4745 eV

CARTESIAN COORDINATES (ANGSTROEM)
S1 -2.37 0.36 -0.55
H1 -3.54 0.48 0.09
C1 1.31 0.35 0.69
C2 1.16 -0.68 -0.16
N1 2.29 -1.46 -0.58
N2 0.27 1.10 1.22
H2 2.30 0.62 1.04
H3 0.16 -0.91 -0.53
H4 2.39 -1.44 -1.59
H5 2.20 -2.42 -0.28
H6 0.48 2.08 1.33
H7 -0.68 0.98 0.79

So, what does the Mulliken scheme give us? The charges, in e, come out as:
1. S -0.87
2. H -0.04
3. C -0.18
4. C -0.22
5. N -0.61
6. N -0.36
7. H 0.29
8. H 0.25
9. H 0.23
10. H 0.22
11. H 0.21
12. H 0.07


total charge of number 5 (C8H23AlO3P3S)?
-1